Here is an isolated ion of composition C6H8NS2 and charge +1 at a distorted geometry from the Open Molecules 2025 dataset. Energies are from the ωB97M-V functional and the def2-TZVPD basis.

The geometry in XYZ format:
```
17
Properties=species:S:1:pos:R:3:forces:R:3:mulliken_charge:R:1
N -1.0346 2.0410 -0.3403 1.69 -3.91 4.97 -0.12
C -0.4905 1.9966 0.8748 -1.16 -0.30 -2.06 0.19
C -0.2771 0.6774 1.5713 -2.57 -1.04 -1.69 -0.61
C -0.1666 -0.4076 0.5228 -0.57 -1.10 -0.15 -0.37
S -1.6152 -1.3543 0.0842 1.69 0.57 -0.13 -0.03
C -0.6895 -2.2338 -1.0846 1.42 1.77 1.66 -0.54
C 0.6475 -1.9323 -1.1043 -2.14 1.72 1.80 -0.41
C 0.9167 -0.8335 -0.2142 0.59 0.78 0.52 0.47
S 2.5078 0.0761 -0.1895 -0.31 -2.33 -0.87 -0.22
H -1.2247 2.8153 -0.8796 -0.38 2.14 -1.32 0.19
H -1.2672 1.0376 -0.6030 0.00 1.39 -0.56 0.26
H -0.0821 2.8196 1.4361 -0.37 0.94 -0.47 0.41
H -1.1955 0.3814 2.2429 1.91 1.05 -0.76 0.34
H 0.6408 0.8005 2.0563 1.22 -0.09 1.50 0.39
H -1.2896 -2.6095 -1.8091 -1.23 -2.17 -1.99 0.47
H 1.4198 -2.3106 -1.6759 0.99 -0.95 -1.46 0.41
H 3.2001 -0.9639 -0.8882 -0.80 1.52 1.00 0.17
```
Forces are in eV/Å.

## Properties
HOMO level = -12.26 eV
SMILES string = [NH2+]=CCc1sccc1S
Energy relative to the best compared isomer or geometry (same formula, charge and spin) = 0.641 eV
Orbital gap = 7.085 eV
Net charge = +1
DFT total energy = -29503.9401 eV